No. 1
{"formula": "C2H6BrN2O", "method": "the ωB97M-V functional and the def2-TZVPD basis", "e_tot_ha": -2838.26241, "homo_energy_ha": -0.5325, "orbital_gap_ev": 10.9, "total_charge": 1, "symbols": ["C", "C", "N", "N", "O", "Br", "H", "H", "H", "H", "H", "H"], "positions_angstrom": [[-0.378031, -0.709905, 1.774942], [0.184799, 2.782048, -1.116623], [-0.303100, -0.709519, 2.939513], [-0.301862, -0.667751, 0.532181], [-0.051276, 1.763494, -0.521492], [0.846941, -3.057980, -1.778884], [-0.285638, 3.019678, -2.080632], [0.886111, 3.532755, -0.728925], [-0.773790, -0.815667, 3.814227], [0.562260, -3.891693, -2.849584], [-0.297548, 0.249627, 0.040293], [-0.088868, -1.495087, -0.025017]], "forces_ev_per_angstrom": [[0.15, -0.12, 2.23], [0.07, 0.47, -0.34], [0.17, -0.03, -0.86], [0.13, 0.05, -1.84], [0.01, -0.14, 0.15], [0.46, 0.54, 0.72], [-0.08, -0.14, -0.01], [0.03, -0.06, 0.15], [-0.29, -0.01, 0.28], [-0.36, -0.54, -0.71], [-0.07, 0.04, 0.06], [-0.21, -0.06, 0.16]], "nbo_charge": [0.7695, 0.3631, -0.4929, -0.7790, -0.5954, -0.2254, 0.1410, 0.1407, 0.4773, 0.2413, 0.4948, 0.4649]}


No. 2
{"formula": "C42H63BBr51ClN2O7P", "method": "the ωB97M-V functional and the def2-TZVPD basis", "e_tot_ha": -134374.35157, "homo_energy_ha": -0.3694, "orbital_gap_ev": 5.4, "total_charge": 1, "symbols": ["C", "C", "C", "C", "C", "C", "C", "C", "N", "C", "C", "Cl", "C", "C", "C", "C", "C", "O", "O", "P", "C", "O", "C", "O", "C", "C", "N", "C", "C", "C", "O", "C", "B", "O", "O", "C", "C", "H", "H", "H", "H", "H", "H", "H", "H", "H", "H", "H", "H", "H", "H", "H", "H", "H", "H", "H", "H", "H", "H", "H", "H", "H", "H", "H", "H", "H", "H", "H", "H", "H", "H", "H", "H", "H", "H", "H", "H", "H", "H", "H", "H", "H", "H", "C", "Br", "Br", "Br", "H", "C", "Br", "Br", "Br", "H", "C", "Br", "Br", "Br", "H", "C", "Br", "Br", "Br", "H", "C", "Br", "Br", "Br", "H", "C", "Br", "Br", "Br", "H", "C", "Br", "Br", "Br", "H", "C", "Br", "Br", "Br", "H", "C", "Br", "Br", "Br", "H", "C", "Br", "Br", "Br", "H", "C", "Br", "Br", "Br", "H", "C", "Br", "Br", "Br", "H", "C", "Br", "Br", "Br", "H", "C", "Br", "Br", "Br", "H", "C", "Br", "Br", "Br", "H", "C", "Br", "Br", "Br", "H", "C", "Br", "Br", "Br", "H"], "positions_angstrom": [[-4.347819, 7.161123, 0.883303], [-3.343588, 6.245282, -0.069525], [-3.735733, 4.652092, -0.106279], [-5.322877, 4.336897, -0.388038], [-5.950914, 3.162152, 0.611097], [-4.984377, 1.811307, 0.442105], [-5.707427, 0.435265, 0.980691], [-4.787587, -0.892522, 0.545775], [-3.348698, -0.486861, 0.162257], [-2.895394, -0.379901, -1.308549], [-3.917862, -0.640492, -2.596650], [-3.526706, 0.462529, -4.058924], [-4.010107, -2.252115, -3.011941], [-2.833425, -2.501519, -4.142391], [-1.336638, 0.011005, -1.752566], [-0.230966, 0.343883, -0.587372], [1.289654, 0.753939, -1.082140], [1.527706, 2.052120, -1.383480], [2.270193, -0.336706, -1.209144], [3.900655, 0.197268, -0.907312], [4.747951, -1.335801, -0.055666], [3.985458, 1.446898, 0.304866], [-0.751892, 0.271859, 0.965267], [0.155528, 0.597674, 2.077114], [1.123835, -0.482418, 2.330252], [2.321453, -0.100584, 3.384880], [2.613821, 1.376414, 3.517428], [2.135873, 1.965422, 4.822372], [0.743174, 2.822579, 4.743439], [-0.626922, 1.901955, 4.978454], [0.586582, 3.664489, 3.548344], [-2.330226, -0.174415, 1.277761], [-2.712191, -0.204031, 2.901758], [-3.668791, 0.705482, 3.562329], [-1.989812, -1.257189, 3.697311], [-2.736042, -2.524960, 3.686271], [-2.447285, -3.444356, 2.325767], [-4.623776, 6.467599, 1.809435], [-3.794702, 8.135999, 1.239688], [-5.351119, 7.389547, 0.324801], [-2.257892, 6.353290, 0.409762], [-3.250052, 6.734571, -1.147758], [-3.336258, 4.166918, 0.883654], [-3.104177, 4.162902, -0.990659], [-5.396988, 3.920936, -1.500828], [-6.020378, 5.291576, -0.365072], [-7.082625, 2.929237, 0.379936], [-5.793318, 3.524076, 1.729990], [-4.759220, 1.745843, -0.726297], [-3.974464, 2.073425, 0.976508], [-6.770928, 0.377736, 0.477091], [-5.854120, 0.429018, 2.165141], [-4.798716, -1.733159, 1.393735], [-5.377572, -1.376846, -0.356902], [-4.994184, -0.314610, -2.232284], [-3.882183, -2.944494, -2.055164], [-5.074836, -2.421342, -3.475074], [-1.877140, -1.874399, -3.832332], [-3.284891, -2.139196, -5.184173], [-2.623430, -3.653330, -4.182920], [-0.974160, 0.063515, -2.879099], [4.160640, -1.474617, 0.965910], [4.545032, -2.336633, -0.665828], [5.889585, -1.158732, 0.150391], [4.001247, 2.330269, -0.191561], [1.645164, -0.878184, 1.334732], [0.572638, -1.437355, 2.782765], [2.102099, -0.660071, 4.388852], [3.315421, -0.596320, 2.947000], [2.329308, 1.930509, 2.681256], [1.956310, 1.115906, 5.641938], [2.971837, 2.665799, 5.299420], [0.760095, 3.571425, 5.673236], [-0.960344, 2.041792, 6.114852], [-0.440582, 0.756734, 4.822889], [-1.551382, 2.315648, 4.345974], [-0.190087, 3.332482, 2.973021], [-3.630510, 0.433866, 4.541776], [-3.889760, -2.424162, 3.866309], [-2.301553, -3.171428, 4.587688], [-1.275827, -3.504539, 2.184901], [-2.997566, -2.971804, 1.379400], [-2.865007, -4.551636, 2.445909], [-1.446132, -7.232191, -3.562214], [-3.391278, -7.258182, -3.566785], [-0.726365, -6.619938, -5.262543], [-0.739417, -6.208828, -2.066400], [-1.112877, -8.266551, -3.427808], [2.584404, 4.571545, -4.130721], [3.836735, 4.668842, -2.645294], [2.654246, 6.166548, -5.242084], [2.826632, 2.949327, -5.176623], [1.579133, 4.526467, -3.698955], [2.949838, 8.403017, -0.632823], [1.004693, 8.377025, -0.637394], [3.669606, 9.015269, -2.333152], [3.656553, 9.426379, 0.862992], [3.283093, 7.368657, -0.498416], [3.725708, -5.920525, -1.224292], [5.654975, -5.922692, -1.473719], [3.020524, -4.116109, -1.048708], [2.814105, -6.921236, -2.621337], [3.524946, -6.435646, -0.279109], [2.996826, 2.388601, -9.277937], [4.278510, 1.897825, -10.656601], [1.385381, 3.173289, -10.033941], [2.590748, 0.893283, -8.101799], [3.469735, 3.160595, -8.661977], [-3.911219, 4.205614, -6.506590], [-3.239399, 2.429110, -6.927280], [-5.575618, 4.589312, -7.437497], [-4.074515, 4.482145, -4.587986], [-3.168401, 4.922907, -6.870924], [5.338170, 1.083750, 6.734935], [4.024407, 0.984908, 5.303661], [6.123759, -0.654164, 7.117737], [6.696771, 2.429672, 6.378740], [4.804506, 1.399209, 7.637550], [9.643163, -6.398436, -2.177493], [11.572430, -6.400602, -2.426918], [8.937978, -4.594019, -2.001909], [8.731560, -7.399146, -3.574537], [9.442401, -6.913556, -1.232310], [8.425851, -11.304954, -2.246018], [9.493013, -12.798955, -2.888991], [6.731572, -11.895887, -1.494850], [9.419570, -10.188479, -1.000953], [8.190332, -10.682617, -3.115645], [9.705138, -2.112385, 6.523211], [8.431818, -3.569364, 6.322818], [11.030567, -2.492929, 7.895238], [10.533495, -1.636793, 4.828569], [9.139301, -1.237211, 6.859253], [5.253697, 3.443075, 10.472740], [6.520958, 1.984425, 10.247626], [6.133820, 5.177601, 10.443755], [3.801868, 3.346343, 9.181613], [4.806719, 3.327896, 11.465700], [7.524085, 10.657631, 1.145516], [7.723786, 10.597455, -0.788596], [8.925044, 9.655489, 2.049431], [7.400505, 12.483924, 1.803969], [6.574876, 10.166730, 1.384355], [-5.798815, 2.189522, 6.922939], [-7.112579, 2.090681, 5.491664], [-5.013227, 0.451607, 7.305741], [-4.440215, 3.535444, 6.566743], [-6.332480, 2.504981, 7.825553], [-4.757621, -5.578043, -6.963252], [-4.008028, -6.959186, -8.109919], [-4.177271, -3.799905, -7.497532], [-6.695598, -5.703669, -6.850831], [-4.366910, -5.752488, -5.955314], [3.322678, -11.927677, -3.930995], [1.823696, -10.694440, -3.802659], [2.750216, -13.710516, -4.458069], [4.724712, -11.244335, -5.093547], [3.752845, -12.013553, -2.927697], [-7.838140, -2.067809, -8.074516], [-9.783286, -2.093800, -8.079086], [-7.118373, -1.455556, -9.774844], [-7.131425, -1.044446, -6.578702], [-7.504885, -3.102170, -7.940108], [-9.954744, 0.985657, 1.743235], [-9.755043, 0.925482, -0.190876], [-8.553785, -0.016485, 2.647150], [-10.078324, 2.811950, 2.401688], [-10.903953, 0.494757, 1.982075]], "forces_ev_per_angstrom": [[0.16, -1.26, -0.07], [0.54, 0.78, 0.43], [0.50, 0.35, -0.64], [-0.59, -0.65, -0.52], [1.43, 0.04, 0.18], [-0.77, 0.89, -0.43], [0.73, 0.54, 0.15], [-1.95, -0.14, 0.10], [4.40, 0.90, -1.61], [2.81, 0.81, 0.36], [-1.42, -0.62, 2.06], [-0.34, -1.09, 1.89], [0.65, 0.73, -0.50], [-1.00, -0.20, 0.29], [-0.42, 0.03, 4.69], [-3.73, -1.37, -0.04], [1.41, 4.91, -1.33], [-1.50, -8.81, 2.06], [-3.31, 3.24, 2.17], [2.96, 1.30, -0.71], [-1.60, -0.54, 1.39], [-0.73, -0.90, -1.71], [-1.44, -0.80, -2.16], [-1.97, -1.60, -2.73], [1.15, -2.66, 0.06], [0.11, -0.63, -1.37], [-2.41, -0.81, 0.74], [-5.01, 3.22, 0.18], [-1.62, 0.01, 0.98], [-0.10, 0.48, 0.95], [-1.09, -1.62, -0.30], [2.03, 0.96, -3.03], [-0.52, -0.27, 2.27], [3.04, -3.34, -0.42], [-2.87, 1.42, -2.01], [0.36, -2.63, 0.24], [-0.23, 0.30, 0.19], [0.59, 1.70, -1.74], [-1.30, -1.98, -0.76], [2.01, -0.20, 1.10], [-2.26, -0.41, -1.07], [-0.40, -1.21, 2.18], [-1.01, 0.93, -1.71], [-1.29, 0.95, 1.94], [0.05, 0.85, 2.29], [1.64, -1.90, 0.16], [2.31, 0.52, 0.46], [-0.70, -0.71, -2.26], [-0.44, -0.14, 2.39], [-1.95, -0.82, -0.95], [2.28, -0.13, 0.98], [0.49, 0.22, -2.79], [0.48, 2.02, -1.82], [1.90, 0.93, 1.59], [2.32, -0.42, -0.81], [-0.20, 1.64, -1.97], [2.10, 0.29, 0.91], [-1.94, -1.59, -0.85], [1.35, -0.81, 2.37], [-0.15, 2.28, -0.04], [-1.24, -0.11, 2.64], [1.49, 0.06, -1.76], [0.73, 2.65, 1.14], [-2.38, -0.07, -0.56], [-0.16, -1.86, 0.77], [-1.33, 1.22, 1.80], [0.85, 2.17, -1.00], [0.38, 1.54, -1.78], [-2.19, 0.84, 0.91], [0.22, -0.52, 1.08], [-0.66, 2.30, -2.13], [-3.10, -0.49, -1.63], [0.13, -1.51, -2.07], [0.71, -0.40, -2.42], [-0.44, 2.17, 0.02], [2.11, -1.00, 1.17], [1.98, 0.55, 1.63], [-0.20, 0.68, -1.73], [2.11, 0.17, -0.36], [-0.99, 1.61, -1.86], [-2.49, 0.20, 0.06], [1.49, -1.04, 1.95], [0.86, 2.49, -0.04], [0.17, -0.18, -0.05], [0.41, 0.07, -0.01], [-0.25, -0.09, 0.48], [-0.38, -0.13, -0.35], [-0.18, 0.45, -0.04], [-0.30, -0.01, 0.06], [-0.18, 0.04, -0.32], [0.04, -0.47, 0.30], [-0.03, 0.46, 0.24], [0.47, 0.01, -0.16], [0.15, -0.23, -0.09], [0.47, 0.04, 0.00], [-0.22, -0.13, 0.49], [-0.22, -0.18, -0.35], [-0.16, 0.46, -0.07], [0.07, -0.44, 0.15], [-0.62, 0.14, 0.01], [-0.21, -0.71, -0.19], [0.43, 0.26, 0.29], [0.06, 0.27, -0.42], [0.15, 0.25, 0.04], [-0.40, 0.09, 0.38], [0.39, -0.26, 0.20], [0.07, 0.23, -0.35], [-0.22, -0.35, -0.24], [0.06, 0.21, -0.16], [-0.18, 0.39, 0.08], [0.45, -0.17, 0.31], [0.01, -0.11, -0.39], [-0.32, -0.34, 0.18], [0.02, -0.38, 0.23], [9.12, -3.51, 2.62], [0.05, 0.15, 0.05], [-0.33, -0.32, 0.01], [0.40, -0.16, -0.32], [0.11, -0.19, 0.21], [-0.57, 0.02, 0.02], [0.22, -0.42, -0.11], [0.19, 0.33, 0.24], [0.07, 0.20, -0.43], [0.02, 0.12, -0.30], [-0.31, 0.42, 0.25], [0.40, 0.11, -0.09], [-0.23, -0.36, -0.20], [0.09, -0.24, 0.40], [-0.05, 0.23, 0.09], [0.34, 0.31, 0.04], [-0.34, 0.05, -0.39], [-0.21, -0.18, 0.43], [0.21, -0.38, -0.17], [0.13, 0.02, 0.31], [-0.36, 0.37, 0.01], [-0.25, -0.50, -0.07], [0.24, 0.11, 0.27], [0.17, 0.05, -0.48], [-0.19, -0.08, 0.04], [-0.03, 0.03, 0.51], [-0.32, 0.28, -0.25], [0.07, -0.47, -0.19], [0.44, 0.21, -0.14], [-0.18, 0.25, 0.12], [0.41, -0.03, 0.29], [-0.09, 0.34, -0.21], [-0.31, -0.42, 0.02], [0.26, -0.18, -0.39], [0.20, -0.13, 0.15], [-0.25, 0.43, 0.31], [-0.23, -0.42, 0.01], [0.43, 0.06, -0.05], [-0.16, 0.06, -0.44], [0.22, -0.15, 0.17], [0.30, -0.25, -0.08], [0.13, 0.54, 0.10], [-0.42, -0.15, 0.26], [-0.18, 0.07, -0.45], [0.02, -0.27, -0.12], [0.53, 0.06, 0.02], [-0.20, -0.11, 0.51], [-0.13, -0.15, -0.31], [-0.11, 0.46, -0.04], [-0.32, 0.01, 0.06], [0.04, 0.04, 0.46], [-0.63, 0.20, 0.00], [0.15, -0.51, -0.19], [0.44, 0.21, -0.12]], "lowdin_charge": [-0.1435, -0.2602, -0.2281, -0.2036, -0.1730, -0.1965, -0.1920, -0.1157, -0.0116, -0.0166, -0.5678, 0.5546, -0.2210, -0.1534, 0.0980, 0.0847, -0.2751, -0.0289, -0.3211, 0.9346, -0.2845, -0.3467, 0.0023, -0.1385, -0.1366, -0.2312, -0.2125, -0.4792, -0.3226, -0.0621, -0.1131, 0.1426, -0.4247, 0.0575, -0.0804, -0.2179, -0.0846, 0.0843, 0.0814, 0.0683, 0.1054, 0.1113, 0.1012, 0.1111, 0.0964, 0.1114, 0.0980, 0.1244, 0.1164, 0.0979, 0.0577, 0.0733, 0.1398, 0.1345, 0.1043, 0.1243, 0.1200, 0.0687, 0.0428, 0.0709, 0.1188, 0.0378, -0.0609, 0.0767, 0.0535, 0.1233, 0.1397, 0.1173, 0.1145, 0.1277, 0.0867, 0.0710, 0.1505, 0.0934, 0.0760, 0.0881, 0.1057, 0.1020, 0.1327, 0.1473, 0.0936, 0.0603, 0.1009, -1.5787, 0.5787, 0.5639, 0.5156, -0.0254, -1.5878, 0.5558, 0.5625, 0.5375, -0.0224, -1.6002, 0.5442, 0.5423, 0.5798, -0.0415, -1.5610, 0.5567, 0.6206, 0.5323, -0.0175, -1.6045, 0.5681, 0.5520, 0.5133, -0.0321, -1.5940, 0.5352, 0.5738, 0.5305, -0.0209, -1.5187, 0.9605, 0.5448, 0.5535, -0.1189, -1.6076, 0.5748, 0.5360, 0.5364, -0.0415, -1.5986, 0.5747, 0.5509, 0.5541, -0.0444, -1.6156, 0.5235, 0.5599, 0.5513, -0.0648, -1.5717, 0.5725, 0.5726, 0.5891, -0.0218, -1.6169, 0.5420, 0.5527, 0.5539, -0.0790, -1.5896, 0.5392, 0.5713, 0.5645, -0.0200, -1.5871, 0.5691, 0.5776, 0.5906, -0.0870, -1.6050, 0.5251, 0.5706, 0.5455, -0.0495, -1.6183, 0.5644, 0.5599, 0.5102, -0.0978, -1.5624, 0.5740, 0.5893, 0.5721, -0.0194]}